# 1
{"formula": "C5H9NO6", "method": "wB97M-V/def2-TZVPD", "symbols": ["N", "O", "O", "O", "C", "C", "C", "C", "O", "C", "O", "O", "H", "H", "H", "H", "H", "H", "H", "H", "H"], "xyz": [[2.44, -3.01, -3.25], [2.13, -4.22, -3.45], [1.54, -2.16, -3.00], [3.65, -2.64, -3.29], [-1.69, -1.20, 1.28], [-0.71, -0.15, 0.82], [-1.31, 1.21, 0.59], [-0.23, 2.15, 0.06], [-0.08, 2.39, -1.13], [0.70, 2.71, 1.13], [-0.14, -0.41, -0.48], [0.44, -1.59, -0.46], [-2.08, -0.92, 2.26], [-2.53, -1.23, 0.58], [-1.20, -2.17, 1.37], [0.11, -0.07, 1.53], [-2.09, 1.11, -0.18], [-1.78, 1.61, 1.50], [0.44, 2.39, 2.15], [1.73, 2.40, 0.90], [0.66, 3.80, 1.07]], "e_lumo_ev": [-4.290, -0.762], "multiplicity": 1, "charge": 0}



# 2
{"formula": "C10H13O3", "method": "wB97M-V/def2-TZVPD", "symbols": ["C", "C", "C", "O", "O", "H", "H", "H", "H", "H", "C", "C", "C", "C", "C", "C", "C", "O", "H", "H", "H", "H", "H", "H", "H", "H"], "xyz": [[2.47, -0.32, -1.25], [3.37, 0.90, -0.88], [2.40, -0.44, -2.90], [2.84, 0.54, -3.52], [1.63, -1.35, -3.24], [2.84, -1.29, -0.94], [1.47, -0.04, -0.96], [3.51, 1.05, 0.20], [2.97, 1.65, -1.53], [4.44, 0.78, -1.12], [-2.68, 2.09, 0.39], [-0.26, -0.64, 1.36], [-0.77, 0.59, 1.03], [-1.16, -1.75, 1.39], [-2.16, 0.72, 0.79], [-2.51, -1.65, 1.18], [-3.01, -0.34, 0.87], [-0.68, -2.95, 1.83], [0.82, -0.67, 1.41], [-0.09, 1.42, 0.85], [0.22, -2.90, 2.11], [-3.29, -2.40, 1.15], [-3.70, 1.94, 0.06], [-2.09, 2.64, -0.32], [-4.08, -0.30, 0.74], [-2.52, 2.72, 1.30]], "e_lumo_ev": 3.039, "multiplicity": 1, "charge": -1}



# 3
{"formula": "CH5NOS", "method": "wB97M-V/def2-TZVPD", "symbols": ["N", "C", "O", "H", "H", "H", "S", "H", "H"], "xyz": [[-0.14, -2.68, 0.99], [-0.83, -2.47, -0.18], [-1.93, -1.97, -0.19], [-0.31, -2.05, 1.74], [0.81, -3.02, 0.93], [-0.33, -2.83, -1.08], [0.33, 5.03, -0.93], [1.41, 4.40, -1.39], [0.98, 5.60, 0.11]], "smiles": "NC=O.S", "e_lumo_ev": 0.824, "multiplicity": 1, "charge": 0}



# 4
{"formula": "CH3F2NO", "method": "wB97M-V/def2-TZVPD", "symbols": ["C", "N", "O", "F", "F", "H", "H", "H"], "xyz": [[0.89, 0.28, -0.29], [-1.40, 0.19, 0.28], [1.39, -0.71, 0.50], [-1.84, 0.58, -0.98], [-1.65, -1.21, 0.22], [0.62, 1.23, 0.10], [0.50, 0.05, -1.28], [1.48, -0.42, 1.46]], "e_lumo_ev": [-0.458, 0.171], "multiplicity": 1, "charge": 0}



Q: Which relative energy (zero: lowest compared OMol25 entry of this formula, charge and spin) values were calculated for the entries above? A: 217.2 45.9 5.6 175.3, in kcal per mole.
Q: Which DFT total energy values were calculated for the entries above? A: -701.75478 -614.58816 -569.27925 -369.39068, in Ha.